Density functional theory data (ωB97M-V/def2-TZVPD) for a molecular structure, C7H14NO2P.

```
25
Properties=species:S:1:pos:R:3:forces:R:3
P 1.080989 -0.216046 1.263250 -2.8 -0.3 0.4
O 1.222275 -1.620698 2.052165 0.9 0.4 -0.5
O 2.407387 0.340496 0.973189 0.9 -0.2 -0.8
N -1.184154 -0.966782 -2.720405 0.1 0.7 0.8
C 0.724095 -0.291640 -1.359878 0.0 -0.7 2.0
C 0.275758 0.900599 2.524347 1.0 -1.8 -0.9
C 0.881160 2.227101 2.201199 0.1 0.2 1.2
C 0.091973 -0.275513 -2.658546 1.2 -2.4 -1.7
C -2.058193 -0.736133 -1.511650 3.7 -2.8 -0.6
C 0.093578 -0.740141 -0.241967 3.4 3.3 0.0
C -1.262365 -1.215746 -0.227914 -2.7 0.0 -0.8
H -2.853958 -1.362074 -1.769952 -1.7 -0.7 0.5
H 1.734195 0.111760 -1.283928 -0.3 0.0 0.1
H 0.084067 0.757646 -2.939253 -0.2 0.9 -0.6
H -2.274183 0.247200 -1.458225 -1.2 3.4 0.5
H -1.204801 -2.288726 -0.324165 -0.4 -0.6 0.5
H 1.934758 2.153433 2.077743 0.9 0.3 0.8
H -0.767531 1.035993 2.371879 -1.1 -0.6 0.3
H 0.730141 -0.871300 -3.421917 -0.5 1.3 1.0
H 0.494776 2.937630 2.912246 0.4 0.6 0.2
H -1.823330 -0.892803 0.684229 0.4 -0.5 -0.6
H 2.111334 -1.662004 1.635783 0.4 -1.6 0.9
H 0.589677 2.514334 1.239443 -0.9 0.6 -1.6
H 0.547903 0.407090 3.499181 -0.4 0.8 -0.8
H -1.575549 -0.493678 -3.516856 -1.0 -0.4 -0.3
```
Positions in Å, forces in eV/Å.

Computed properties:
* calculated total energy: -821.7022 Ha
* energy above the lowest of the compared OMol25 structures with the same formula, charge and spin: 0.0 kcal per mole
* Kohn-Sham gap: 9.90 eV

---

Density functional theory data (ωB97M-V/def2-TZVPD) for a single C4H8O2 molecule.

```
14
Properties=species:S:1:pos:R:3:forces:R:3
O -0.933868 -0.306316 -1.245084 0.0 0.0 0.4
O 0.010094 -0.469596 0.792692 -0.1 0.0 0.0
C -1.033249 -0.304549 -0.039860 -0.1 0.1 -0.3
C 1.900823 0.588368 -0.371548 0.0 0.0 0.0
C 1.274794 -0.699492 0.144470 0.2 -0.1 -0.1
C -2.332815 -0.110081 0.698018 0.0 0.0 0.0
H 2.643217 0.357504 -1.142576 -0.1 0.0 0.2
H 2.394770 1.150034 0.426709 -0.1 -0.1 -0.1
H 1.116810 -1.408553 -0.671639 0.0 0.1 0.1
H -2.257658 -0.397389 1.747480 0.0 0.0 -0.1
H 1.892136 -1.169356 0.913579 -0.1 0.1 -0.1
H 1.137430 1.220061 -0.831765 0.1 -0.1 0.0
H -2.623326 0.943097 0.632084 0.1 -0.1 0.0
H -3.105113 -0.696573 0.194982 0.1 0.1 0.1
```
Positions in Å, forces in eV/Å.

Computed properties:
* calculated total energy: -307.7020 Ha
* energy above the lowest of the compared OMol25 structures with the same formula, charge and spin: 6.5 kcal per mole
* SMILES string: CCOC(C)=O
* Kohn-Sham gap: 11.39 eV

---

Density functional theory data (ωB97M-V/def2-TZVPD) for 4 unconnected molecules or ions with the total composition C9H18Br6O.

```
34
Properties=species:S:1:pos:R:3:forces:R:3
Br -18.229700 -14.621150 20.013150 -0.8 0.1 1.1
Br -11.708530 -12.153740 18.513140 -0.5 -0.4 -0.4
Br -20.046150 -17.365400 21.176540 0.2 0.6 1.3
Br -18.061500 -2.388180 20.329260 1.1 -0.1 -0.2
Br -13.819800 -10.541040 15.844510 0.8 -1.2 0.4
Br -13.727610 -3.030470 18.562360 -0.8 0.0 -0.2
O -19.497840 -9.018370 20.355590 1.4 1.8 -3.4
C -19.802450 -7.395690 18.556720 -0.3 -0.3 0.6
C -19.722930 -15.732840 22.358870 0.1 -0.4 -1.6
C -15.680420 -2.854060 18.636280 -0.7 1.7 1.8
C -19.782340 -14.591300 21.333310 0.6 0.3 -0.2
C -12.551290 -13.109420 16.975080 -0.1 2.0 -0.2
C -17.639570 -8.777690 18.826490 0.5 -0.2 -0.3
C -12.523970 -12.129830 15.751610 -0.4 0.1 0.5
C -19.011630 -8.450500 19.332230 -1.4 -1.2 3.5
C -16.089280 -2.732650 20.158460 -0.4 -1.7 -0.8
H -11.935930 -14.007970 16.929900 -0.2 0.2 -0.7
H -20.629320 -14.613480 20.647570 0.0 -0.3 0.4
H -11.560840 -11.633040 15.634670 -0.2 -0.3 -0.1
H -16.021790 -1.887840 18.264810 0.7 0.0 -0.6
H -19.356260 -6.403940 18.630470 0.4 -0.1 -0.1
H -17.144740 -7.901180 18.408190 -0.2 0.0 -0.4
H -16.892730 -9.236420 19.474480 -0.6 0.1 0.7
H -19.753980 -13.602360 21.790800 0.2 -0.1 0.1
H -16.202400 -3.599500 18.036310 0.3 -0.3 0.5
H -17.780500 -9.551000 18.071350 0.0 0.2 -0.5
H -19.898600 -7.652730 17.501840 0.1 0.0 0.0
H -15.946210 -3.702380 20.635180 -0.1 0.1 0.1
H -13.595920 -13.315230 17.208510 0.3 -0.2 0.3
H -20.462810 -15.702970 23.158740 -0.4 0.1 -0.5
H -18.767210 -15.816790 22.876200 0.1 -0.2 -0.5
H -12.895340 -12.565030 14.823820 0.4 -0.3 0.2
H -20.793000 -7.284560 18.997800 0.0 -0.3 -0.1
H -15.548080 -2.003200 20.761030 -0.2 0.2 -0.6
```
Positions in Å, forces in eV/Å.

Computed properties:
* calculated total energy: -15872.9977 Ha
* SMILES string: CC(C)=O.BrCCBr.BrCCBr.BrCCBr
* Kohn-Sham gap: 9.97 eV